*1*
A single C5H12N2S molecule, computed with the ωB97M-V functional and the def2-TZVPD basis.

Its HOMO-LUMO gap is 9.757 eV. As for the net charge: 0. The calculation puts the LUMO energy at 0.941 eV. The HOMO energy comes out at -8.8 eV. The SMILES is CN[C@H]1C[C@H](S)[C@H]1N.

Each line ends with the Mulliken charge.
CARTESIAN COORDINATES (ANGSTROEM)
C (1.58179, 1.32079, 1.59584)  -1.012
C (0.46180, -0.40325, 0.29551)  0.037
C (-0.95853, -0.39726, 0.91889)  -0.956
C (-1.51792, -0.19046, -0.51492)  -0.048
C (-0.22924, -0.72148, -1.06582)  -0.360
H (2.27213, 0.62230, 1.99722)  0.354
H (0.77409, 1.53131, 2.28435)  0.292
H (2.04546, 2.28504, 1.50217)  0.369
H (1.82656, 0.91023, -0.35554)  0.242
H (1.13142, -1.14554, 0.68857)  0.540
H (-1.21752, -1.34833, 1.32560)  0.291
H (-1.17776, 0.33884, 1.64744)  0.337
H (-1.63419, 0.91666, -0.77263)  0.201
H (-2.86839, -2.18881, -0.63332)  0.093
H (-0.26417, -1.74740, -1.22490)  0.479
H (0.45464, 0.87434, -2.12413)  0.302
H (1.12234, -0.56033, -2.57330)  0.261
N (1.03852, 0.92203, 0.29948)  -0.462
N (0.25520, -0.10760, -2.30215)  -0.741
S (-3.09622, -0.91111, -0.98835)  -0.219

*2*
A single C5H12N2S molecule, computed with the ωB97M-V functional and the def2-TZVPD basis.

Its HOMO-LUMO gap is 9.138 eV. As for the net charge: 0. The calculation puts the LUMO energy at 0.801 eV. The HOMO energy comes out at -8.3 eV. The SMILES is N[C@@H]1[C@H](N)[C@@H]1CCS.

Each line ends with the Mulliken charge.
CARTESIAN COORDINATES (ANGSTROEM)
C (-0.67031, 0.97446, 0.73297)  -0.371
C (-1.65177, -0.15155, 0.37677)  -0.233
C (-0.22668, -0.48220, 0.68580)  -0.047
C (0.73950, -1.08060, -0.32376)  -0.863
C (2.21724, -0.94152, 0.08626)  -0.638
H (-0.66309, 2.79019, -0.08641)  0.223
H (-0.45806, 1.51480, -1.15796)  0.260
H (-0.64832, 1.44527, 1.74051)  0.376
H (-2.30779, -0.34974, 1.25058)  0.277
H (-2.17311, -1.15591, -1.22937)  0.234
H (-2.94326, 0.30764, -1.17702)  0.222
H (0.01755, -0.94557, 1.64360)  0.338
H (0.50150, -2.14654, -0.42006)  0.350
H (0.52006, -0.58104, -1.28648)  0.356
H (2.74016, -1.70571, -0.49787)  0.353
H (2.32857, -1.31382, 1.10065)  0.356
H (1.92329, 1.42143, 0.02762)  0.145
N (-0.17405, 1.90440, -0.26145)  -0.568
N (-2.05410, -0.17345, -0.97464)  -0.528
S (2.98267, 0.66945, -0.22976)  -0.244

The most stable of them is *1*.

*1*
A single C2H4N2O2 molecule, computed with the ωB97M-V functional and the def2-TZVPD basis.

Its HOMO-LUMO gap is 9.472 eV. As for the net charge: 0. The calculation puts the LUMO energy at -0.169 eV. The HOMO energy comes out at -9.6 eV. The SMILES is O/N=C\C=N\O.

Each line ends with the Mulliken charge.
CARTESIAN COORDINATES (ANGSTROEM)
C (0.57611, 0.49474, 0.09040)  0.138
C (-0.89481, 0.64149, -0.07504)  0.011
H (2.88692, 0.12490, 0.25957)  0.353
H (0.92962, 1.51716, -0.05139)  0.250
H (-0.84206, 1.72440, -0.01581)  0.233
H (-2.70991, -1.69221, 0.14836)  0.367
N (1.18666, -0.68900, -0.01884)  -0.214
N (-1.98837, 0.02833, -0.18167)  -0.421
O (2.56466, -0.76993, -0.16109)  -0.316
O (-1.70881, -1.37987, 0.00550)  -0.402

*2*
A single C2H4N2O2 molecule, computed with the ωB97M-V functional and the def2-TZVPD basis.

Its HOMO-LUMO gap is 10.878 eV. As for the net charge: 0. The calculation puts the LUMO energy at 0.565 eV. The HOMO energy comes out at -10.3 eV. The SMILES is NC(=O)NC=O.

Each line ends with the Mulliken charge.
CARTESIAN COORDINATES (ANGSTROEM)
N (1.80171, 0.17667, -0.12247)  -0.447
C (0.53789, 0.37324, 0.37634)  0.572
O (0.30196, 1.04285, 1.36009)  -0.572
N (-0.46439, -0.23798, -0.38154)  -0.140
C (-1.80366, -0.15663, -0.04444)  0.067
O (-2.67942, -0.63376, -0.72836)  -0.532
H (1.99975, -0.65719, -0.64825)  0.225
H (2.52070, 0.43009, 0.53555)  0.268
H (-0.24776, -0.71451, -1.24987)  0.221
H (-1.96678, 0.37722, 0.90295)  0.338

*3*
A single C2H4N2O2 molecule, computed with the ωB97M-V functional and the def2-TZVPD basis.

Its HOMO-LUMO gap is 11.070 eV. As for the net charge: 0. The calculation puts the LUMO energy at 0.722 eV. The HOMO energy comes out at -10.3 eV. The SMILES is NC(=O)NC=O.

Each line ends with the Mulliken charge.
CARTESIAN COORDINATES (ANGSTROEM)
O (1.13863, 1.38961, -0.64356)  -0.649
C (0.18810, 0.86339, -1.29102)  0.189
N (-0.57729, -0.10208, -0.84247)  -0.073
C (-0.36031, -0.58083, 0.55626)  0.331
N (0.78013, -0.29926, 1.18910)  -0.365
O (-1.30946, -1.28632, 0.95544)  -0.622
H (0.05217, 1.01741, -2.38102)  0.318
H (-1.22735, -0.73886, -1.33591)  0.261
H (1.32290, 0.59870, 0.97543)  0.339
H (0.83232, -0.58954, 2.22862)  0.272

The most stable of them is *2*.

*1*
A single C2H4N2O2 molecule, computed with the ωB97M-V functional and the def2-TZVPD basis.

Its HOMO-LUMO gap is 9.687 eV. As for the net charge: 0. The calculation puts the LUMO energy at 0.594 eV. The HOMO energy comes out at -9.1 eV.

Each line ends with the Mulliken charge.
CARTESIAN COORDINATES (ANGSTROEM)
N (-1.96801, 0.29177, 0.09219)  -0.351
C (-0.66401, 0.07649, 0.12461)  -0.124
O (0.07052, 0.73586, 0.96404)  -0.354
C (0.90535, -0.46303, 0.36030)  0.962
O (1.09803, -1.45005, 1.02866)  -0.585
N (1.80288, 0.07479, -0.56211)  -0.504
H (-2.54537, -0.24204, -0.53600)  0.236
H (-2.40650, 0.91489, 0.76575)  0.240
H (2.31077, -0.66947, -1.02111)  0.240
H (1.39634, 0.73079, -1.21633)  0.241

*2*
2 unconnected molecules or ions with the total composition C2H4N2O2, computed with the ωB97M-V functional and the def2-TZVPD basis.

Its HOMO-LUMO gap is 9.731 eV. As for the net charge: 0. The calculation puts the LUMO energy at 0.743 eV. The HOMO energy comes out at -9.0 eV. The SMILES is O=C=O.C=NN.

Each line ends with the Mulliken charge.
CARTESIAN COORDINATES (ANGSTROEM)
C (-0.74258, -0.51083, 1.12776)  -0.464
C (-0.65507, 1.55712, -1.62468)  0.720
N (1.22660, -0.79814, 0.15545)  -0.237
N (-0.05575, -1.08011, 0.27946)  -0.271
O (0.48386, 1.49824, -1.87767)  -0.389
O (-1.74139, 1.59756, -1.31621)  -0.327
H (-0.18845, 0.16339, 1.76716)  0.260
H (-1.78576, -0.59344, 1.15493)  0.326
H (1.72686, -0.46242, 0.88139)  0.172
H (1.73167, -1.37136, -0.54758)  0.210

*3*
A single C2H4N2O2 molecule, computed with the ωB97M-V functional and the def2-TZVPD basis.

Its HOMO-LUMO gap is 9.646 eV. As for the net charge: 0. The calculation puts the LUMO energy at -0.170 eV. The HOMO energy comes out at -9.8 eV. The SMILES is O/N=C\C=N\O.

Each line ends with the Mulliken charge.
CARTESIAN COORDINATES (ANGSTROEM)
C (0.72289, 0.34236, 0.41357)  0.199
C (0.62029, -1.04911, 0.54548)  -0.225
H (-0.23873, 2.87596, -0.61712)  0.357
H (1.65542, 0.85413, 0.64110)  0.391
H (1.44431, -1.75202, 1.01098)  0.289
H (-1.13770, -0.28312, -0.54631)  0.465
N (-0.20468, 1.05641, -0.01616)  -0.388
N (-0.27288, -1.84804, 0.05654)  -0.302
O (0.51892, 2.29391, -0.12698)  -0.430
O (-1.32386, -1.28304, -0.68871)  -0.355

*4*
2 unconnected molecules or ions with the total composition C2H4N2O2, computed with the ωB97M-V functional and the def2-TZVPD basis.

Its HOMO-LUMO gap is 11.301 eV. As for the net charge: 0. The calculation puts the LUMO energy at 0.890 eV. The HOMO energy comes out at -10.4 eV. The SMILES is N=C=O.NC=O.

Each line ends with the Mulliken charge.
CARTESIAN COORDINATES (ANGSTROEM)
N (1.54583, 0.23464, -0.08824)  -0.697
C (1.42835, -0.49860, 0.92195)  0.794
O (1.68174, -1.13109, 1.87072)  -0.401
O (-0.59623, -0.80526, 0.91221)  -0.582
C (-1.34394, -0.25813, 0.09952)  0.069
N (-0.94918, 0.56405, -0.87220)  -0.237
H (0.07143, 0.71458, -0.91493)  0.303
H (2.52030, 0.47292, -0.22118)  0.198
H (-2.42176, -0.45167, 0.16774)  0.362
H (-1.61370, 0.97838, -1.50290)  0.193

The most stable of them is *4*.

*1*
A single C2H4N2O2 molecule, computed with the ωB97M-V functional and the def2-TZVPD basis.

Its HOMO-LUMO gap is 9.965 eV. As for the net charge: 0. The calculation puts the LUMO energy at -0.264 eV. The HOMO energy comes out at -10.2 eV. The SMILES is CN(C=O)N=O.

Each line ends with the Mulliken charge.
CARTESIAN COORDINATES (ANGSTROEM)
C (0.62690, -1.63422, 0.50874)  0.149
C (-0.04806, 0.61378, 0.04624)  -0.755
N (-1.36937, -1.37991, -0.57779)  -0.227
N (-0.35602, -0.76305, 0.03199)  0.417
O (1.65326, -1.18076, 0.99941)  -0.512
O (-2.28291, -0.64095, -0.99726)  -0.418
H (0.33092, -2.67444, 0.60338)  0.425
H (0.56564, 0.72506, 0.98058)  0.290
H (0.51063, 0.94295, -0.71409)  0.331
H (-1.08018, 1.03344, 0.04427)  0.301

*2*
A single C2H4N2O2 molecule, computed with the ωB97M-V functional and the def2-TZVPD basis.

Its HOMO-LUMO gap is 8.909 eV. As for the net charge: 0. The calculation puts the LUMO energy at -0.594 eV. The HOMO energy comes out at -9.5 eV. The SMILES is O/N=C\C=N\O.

Each line ends with the Mulliken charge.
CARTESIAN COORDINATES (ANGSTROEM)
C (0.20487, 0.51039, 0.15715)  0.193
C (-1.15049, 0.83092, -0.04553)  -0.177
H (2.83993, -1.17925, -0.30717)  0.324
H (0.78399, 1.38665, 0.04144)  0.350
H (-1.27107, 1.89563, -0.08996)  0.332
H (-0.69391, -1.32158, 0.21761)  0.390
N (0.85880, -0.53589, 0.39575)  -0.354
N (-2.12888, -0.06982, -0.07841)  -0.256
O (2.34334, -0.28004, -0.22441)  -0.489
O (-1.78660, -1.23700, -0.06647)  -0.313

The most stable of them is *1*.